(1)
{
  "formula": "C38H27ClNO3SSiSn",
  "method": "wB97M-V/def2-TZVPD",
  "symbols": ["Sn", "Cl", "C", "C", "C", "C", "O", "C", "C", "O", "C", "H", "H", "H", "H", "S", "C", "C", "C", "C", "C", "C", "N", "C", "C", "C", "C", "C", "C", "C", "H", "H", "H", "H", "H", "H", "H", "H", "O", "Si", "C", "C", "C", "C", "C", "C", "C", "C", "C", "C", "C", "C", "C", "C", "C", "C", "C", "C", "H", "H", "H", "H", "H", "H", "H", "H", "H", "H", "H", "H", "H", "H", "H"],
  "xyz": [[-0.779058, -1.667803, -0.155983], [-4.843336, -2.150970, -6.786084], [-3.798805, -1.856497, -5.458770], [-2.688287, -1.009394, -5.626426], [-1.852964, -0.770605, -4.574801], [-2.088172, -1.322114, -3.278754], [-1.339204, -0.976605, -2.313814], [-3.190611, -2.239254, -3.147497], [-3.427084, -2.990803, -1.951145], [-2.818088, -2.925838, -0.887866], [-4.028230, -2.469635, -4.245190], [-2.501020, -0.554606, -6.587608], [-0.985368, -0.137244, -4.682960], [-4.240086, -3.734278, -2.038901], [-4.873372, -3.133275, -4.130959], [-1.755148, -1.586642, 4.684798], [-0.783832, -3.015845, 4.479255], [-0.361330, -3.942983, 5.418497], [0.385497, -5.016741, 4.975492], [0.729646, -5.161074, 3.629693], [0.311485, -4.244813, 2.693080], [-0.463042, -3.167959, 3.116115], [-0.986963, -2.204421, 2.314451], [-1.679961, -1.323259, 2.964683], [-2.371702, -0.233601, 2.307497], [-3.127659, 0.681063, 3.048112], [-3.824281, 1.690081, 2.417111], [-3.798052, 1.797490, 1.038210], [-3.039317, 0.902677, 0.282117], [-2.333845, -0.075614, 0.929394], [-0.612650, -3.829896, 6.462058], [0.709683, -5.763896, 5.681459], [1.330390, -6.002908, 3.323163], [0.550947, -4.330745, 1.642006], [-3.161049, 0.576027, 4.123118], [-4.402145, 2.387337, 3.004840], [-4.365324, 2.566939, 0.535051], [-3.020123, 0.996865, -0.793603], [0.895200, -0.196756, 0.418836], [1.796876, 0.990367, -0.058729], [0.663357, 2.535451, -0.260922], [0.880638, 3.725326, 0.404302], [0.005332, 4.784872, 0.214941], [-1.074669, 4.655369, -0.638122], [-1.293066, 3.455603, -1.295865], [-0.426589, 2.391672, -1.102743], [3.054554, 1.421536, 1.308169], [4.405923, 1.577034, 1.061845], [5.273343, 1.801310, 2.120921], [4.788032, 1.872750, 3.415320], [3.430367, 1.733358, 3.656152], [2.562819, 1.514022, 2.599353], [2.651292, 0.735116, -1.738619], [2.700239, -0.541528, -2.281114], [3.229140, -0.752459, -3.543428], [3.715820, 0.319632, -4.275792], [3.677290, 1.596175, -3.739000], [3.152435, 1.802271, -2.474574], [1.724961, 3.840387, 1.066173], [0.180891, 5.710897, 0.739013], [-1.738398, 5.493386, -0.798005], [-2.135407, 3.343477, -1.962698], [-0.588095, 1.446138, -1.601515], [4.792112, 1.521232, 0.054490], [6.329266, 1.925834, 1.929736], [5.464309, 2.057704, 4.237443], [3.041979, 1.801521, 4.663441], [1.501830, 1.406946, 2.774087], [2.312865, -1.376191, -1.706537], [3.254795, -1.751382, -3.955420], [4.124598, 0.160074, -5.263040], [4.046322, 2.435832, -4.309160], [3.122099, 2.803862, -2.068777]],
  "atomic_forces_ev_per_a": [[0.44, 3.21, 2.35], [0.27, 0.07, 0.42], [-0.06, 0.32, -1.01], [0.27, 0.16, 0.10], [0.13, 0.32, -0.60], [0.61, 0.16, 0.85], [-0.51, -0.18, -0.71], [-0.41, 0.26, -1.35], [-0.32, -0.93, 1.34], [-0.23, 0.04, -0.66], [0.31, -0.32, 1.69], [-0.01, -0.01, -0.06], [0.07, 0.11, 0.00], [0.03, 0.12, 0.09], [-0.04, -0.11, -0.02], [0.17, -0.19, -0.37], [0.00, 0.11, -0.49], [0.03, -0.06, 0.08], [0.00, 0.04, 0.08], [0.02, -0.02, -0.07], [-0.13, 0.17, -0.05], [0.30, -0.66, 0.94], [-0.20, 0.59, -1.13], [0.21, -0.35, 0.42], [-0.35, 0.63, -0.23], [0.25, -0.30, -0.09], [-0.13, 0.13, 0.02], [0.09, -0.15, -0.15], [-0.14, 0.11, -0.17], [1.03, -1.40, -0.66], [-0.01, -0.03, 0.08], [0.06, -0.05, 0.11], [0.04, -0.09, -0.02], [0.11, -0.13, -0.03], [-0.06, 0.09, 0.11], [-0.04, 0.05, 0.02], [0.01, 0.08, -0.01], [0.05, 0.03, -0.06], [-2.96, -3.75, -0.15], [1.50, 2.98, -0.46], [1.02, -1.52, 0.12], [-0.26, 0.36, -0.07], [0.16, 0.12, 0.16], [-0.10, 0.11, -0.05], [-0.09, -0.23, -0.18], [-0.21, 0.55, 0.03], [-0.97, -0.51, -1.28], [0.29, 0.04, 0.29], [0.18, 0.08, -0.10], [0.05, 0.08, 0.07], [-0.21, 0.05, 0.14], [0.25, 0.01, 0.35], [-0.55, -0.12, 0.91], [-0.02, -0.02, -0.11], [0.00, -0.14, -0.12], [-0.01, -0.10, -0.05], [0.05, 0.12, -0.02], [0.01, 0.00, -0.08], [0.13, -0.02, 0.09], [-0.04, 0.19, 0.03], [-0.07, 0.03, 0.00], [-0.16, 0.08, -0.10], [-0.08, -0.10, -0.19], [0.04, -0.06, -0.12], [0.10, 0.00, 0.03], [0.06, -0.03, 0.05], [0.04, 0.01, 0.07], [-0.15, -0.04, 0.10], [0.03, -0.08, -0.01], [0.06, -0.07, -0.07], [0.03, -0.02, -0.07], [0.08, 0.06, -0.06], [-0.05, 0.12, 0.05]],
  "mulliken_charge": [1.009, -0.115, 0.198, -0.572, -0.542, 0.210, -0.207, 0.872, -0.258, -0.520, -0.803, 0.458, 0.559, 0.381, 0.458, -0.338, 1.068, -0.689, -0.489, -0.740, -0.619, -0.312, -0.021, 0.680, 0.751, -0.872, -1.027, -0.526, -0.447, 0.443, 0.425, 0.403, 0.413, 0.367, 0.472, 0.421, 0.428, 0.502, 0.486, -0.837, 0.370, -0.447, -0.687, -0.599, -0.613, -0.190, 0.277, -0.329, -0.636, -0.516, -0.652, -0.192, 0.292, -0.253, -0.739, -0.502, -0.683, -0.224, 0.450, 0.430, 0.408, 0.438, 0.418, 0.387, 0.396, 0.381, 0.404, 0.439, 0.401, 0.421, 0.409, 0.416, 0.456],
  "gap_ev": [4.8, 3.9],
  "e_tot_ev": -84537.5880,
  "total_charge": 1,
  "relative_energy_kj_mol": 438.2,
  "e_homo_ev": [-10.624, -10.630]
}

=====

(2)
{
  "formula": "H18O9",
  "method": "wB97M-V/def2-TZVPD",
  "symbols": ["O", "H", "H", "O", "H", "H", "O", "H", "H", "O", "H", "H", "O", "H", "H", "O", "H", "H", "O", "H", "H", "O", "H", "H", "O", "H", "H"],
  "xyz": [[0.865380, -0.916664, -2.363935], [1.784905, -1.136391, -2.513688], [0.611367, -0.408991, -3.134635], [-0.253234, -0.184513, 0.259611], [0.260781, -0.530438, -0.470025], [-0.979065, 0.279977, -0.157108], [1.454216, -2.298198, 2.871113], [1.050731, -1.801754, 2.159090], [1.759454, -3.105758, 2.457711], [1.455398, 0.938397, 2.150151], [0.859896, 0.515462, 1.531486], [0.928816, 1.625471, 2.558627], [-3.552974, 2.134206, 0.729652], [-4.471317, 2.034176, 0.478892], [-3.063222, 1.730473, 0.013148], [3.621908, -0.177301, 0.783751], [4.021309, 0.631466, 0.463406], [2.734004, 0.076797, 1.035338], [-1.021563, 3.130764, -1.035514], [-0.971676, 3.714943, -0.278895], [-1.474298, 2.353205, -0.708931], [-2.424450, 0.744496, -1.212442], [-2.486067, -0.205431, -1.312858], [-3.101991, 1.091603, -1.792691], [1.041285, -3.644558, -1.034352], [1.140073, -2.709666, -0.854240], [0.210333, -3.881774, -0.622662]],
  "atomic_forces_ev_per_a": [[-0.16, -0.03, 0.25], [0.36, -0.12, -0.02], [-0.13, 0.22, -0.14], [0.00, -0.43, 0.59], [0.30, 0.03, -0.65], [0.07, 0.28, 0.08], [-0.07, -0.07, 0.22], [-0.12, 0.25, -0.09], [0.16, -0.22, -0.10], [0.38, 0.16, 0.34], [-0.75, -0.08, -0.40], [-0.02, 0.15, 0.13], [-0.16, 0.49, 0.54], [-0.26, 0.05, 0.09], [-0.11, -0.30, 0.22], [0.32, -0.56, -0.52], [0.06, 0.19, -0.01], [-0.02, 0.35, 0.47], [0.15, 0.11, -0.23], [0.00, 0.22, 0.17], [0.20, 0.03, -0.03], [0.00, -0.39, -0.60], [-0.05, -0.48, 0.07], [-0.12, 0.28, -0.46], [0.19, -0.23, -0.02], [0.00, 0.19, -0.01], [-0.21, -0.10, 0.10]],
  "mulliken_charge": [-0.596, 0.311, 0.250, -0.684, 0.365, 0.419, -0.608, 0.291, 0.320, -0.633, 0.389, 0.300, -0.625, 0.296, 0.448, -0.614, 0.305, 0.353, -0.624, 0.303, 0.259, -0.713, 0.209, 0.291, -0.626, 0.290, 0.323],
  "gap_ev": 10.3,
  "e_tot_ev": -18719.4081,
  "total_charge": 0,
  "relative_energy_kj_mol": 263.2,
  "e_homo_ev": -10.759,
  "smiles": "O.O.O.O.O.O.O.O.O"
}

=====

(3)
{
  "formula": "C5H9N3O",
  "method": "wB97M-V/def2-TZVPD",
  "symbols": ["C", "N", "C", "C", "C", "N", "C", "N", "O", "H", "H", "H", "H", "H", "H", "H", "H", "H"],
  "xyz": [[0.127363, 1.123212, -2.008406], [-0.976264, 0.714463, -1.172845], [-1.262860, -0.472723, -0.495738], [0.029985, -0.345546, 1.672251], [0.084983, -0.674131, 0.208719], [0.372144, 0.946379, 1.973134], [1.079472, -1.414003, -0.299697], [-0.335046, -1.137526, 2.588360], [-2.356440, -0.739894, -0.065740], [-1.818737, 1.265435, -1.332529], [0.494254, 1.128612, 2.956965], [1.037435, 1.410773, 1.378407], [-0.684060, -2.027080, 2.249362], [0.082713, 0.669253, -3.004292], [1.076936, 0.881825, -1.534632], [0.108990, 2.211620, -2.120122], [1.088411, -1.722286, -1.329910], [1.850720, -1.818384, 0.336712]],
  "atomic_forces_ev_per_a": [[0.37, -0.07, -0.10], [-2.44, 0.48, -1.02], [2.39, 3.83, 1.46], [0.05, -0.20, -0.19], [-0.39, -3.57, 0.22], [0.24, 0.40, 0.07], [-0.60, 0.40, 0.51], [-0.16, -0.09, 0.40], [0.17, -0.86, -0.72], [0.08, -0.28, -0.15], [-0.07, -0.03, 0.05], [-0.05, -0.04, -0.09], [0.12, 0.08, -0.22], [0.13, 0.07, 0.08], [0.03, -0.14, -0.11], [-0.18, -0.19, 0.01], [-0.15, -0.21, -0.23], [0.44, 0.41, 0.03]],
  "mulliken_charge": [-0.830, -0.167, 0.526, 0.094, 0.369, -0.414, -0.835, -0.761, -0.583, 0.243, 0.285, 0.228, 0.288, 0.271, 0.333, 0.306, 0.338, 0.310],
  "gap_ev": 9.8,
  "e_tot_ev": -11847.3627,
  "total_charge": 0,
  "relative_energy_kj_mol": 197.3,
  "e_homo_ev": -9.218,
  "smiles": "[H]/N=C(/N)C(=C)C(=O)NC"
}